Record 1
Below is a cluster of 8 separate species, C29H73NO16 in total at a distorted geometry, with properties calculated with ωB97M-V with the def2-TZVPD basis set.

**Energy above the lowest of the compared OMol25 structures with the same formula, charge and spin**: 437.84 kJ/mol
**Frontier orbital gap**: 8.5 eV
**Structure (SMILES)**: C[N+](=O)[O-].COCCOC.COCCOC.COCCOC.COCCOC.COCCOC.COCCOC.COCCOC

Structure (XYZ):
```
119
Properties=species:S:1:pos:R:3:forces:R:3
C -5.199048 18.809595 3.685832 0.313 -0.405 0.182
N -6.657932 19.103104 3.819541 -1.055 1.574 -0.717
O -7.053912 20.234682 3.460370 0.873 -2.267 0.810
O -7.388545 18.204797 4.215678 0.696 0.697 -0.263
H -4.973806 18.623672 2.635686 -0.270 0.122 0.016
H -4.994207 17.902075 4.253774 -0.113 0.174 -0.038
H -4.584092 19.638105 4.037254 -0.429 0.063 -0.013
C -12.131754 18.426420 2.625875 0.291 -0.098 0.317
O -11.345650 17.852119 1.596094 0.548 -0.823 0.172
C -10.289112 16.951444 2.012825 0.109 -0.529 0.264
C -10.648240 15.664281 2.790602 -1.003 1.500 0.259
O -11.340906 14.748468 2.035157 -1.387 -1.412 -0.814
C -12.614469 15.123192 1.471603 0.525 -0.389 -0.586
H -12.506890 17.673927 3.319511 0.120 -0.056 0.200
H -13.012316 18.936896 2.235857 0.242 -0.098 -0.549
H -11.544241 19.175944 3.156095 0.037 0.007 0.322
H -9.490614 17.399433 2.604264 -0.128 0.857 0.188
H -9.788988 16.602630 1.109329 -0.269 0.228 -0.314
H -11.240088 15.895793 3.676165 -0.181 0.381 0.360
H -9.770120 15.165483 3.200734 0.328 0.121 -0.467
H -13.438703 15.415040 2.122408 0.542 0.512 0.850
H -13.048780 14.233924 1.014790 0.538 -0.187 -0.234
H -12.442572 15.879761 0.705998 -0.293 0.046 0.068
C -18.273351 25.924183 5.684708 1.390 0.508 0.214
O -16.962300 25.378501 5.377994 -1.499 0.480 -0.225
C -16.343713 24.638711 6.394495 -0.894 -1.282 0.390
C -15.005027 24.062285 5.932729 -0.305 1.193 0.727
O -14.263662 25.117397 5.418880 1.148 1.692 -1.449
C -14.470145 25.553991 4.068507 -0.123 0.064 -0.646
H -19.058117 25.182990 5.835959 0.124 -0.203 -0.230
H -18.517031 26.665642 4.923815 -0.063 -0.611 -0.544
H -18.234880 26.579654 6.554752 0.237 -0.319 0.617
H -16.972444 23.818114 6.740060 -0.466 -0.631 -0.334
H -16.285932 25.194610 7.330308 0.761 0.713 -0.117
H -14.929500 23.188555 5.285426 -0.838 -0.024 -0.238
H -14.471520 23.784409 6.841712 -0.069 -0.196 -0.044
H -15.450527 25.900355 3.741395 -0.556 -0.517 0.870
H -14.185050 24.809093 3.325568 0.208 -0.371 0.199
H -13.907442 26.453925 3.820359 0.770 -0.172 0.759
C -13.232959 22.462609 2.228186 1.322 0.669 -0.190
O -12.267552 21.772437 1.433733 -0.711 -0.167 -0.572
C -10.872820 21.811633 1.761639 -0.994 0.114 0.550
C -10.231677 23.213105 1.912618 -1.839 0.303 0.886
O -10.589217 24.128781 0.917463 0.484 0.361 0.559
C -10.262602 23.744258 -0.367861 -0.409 0.560 -0.776
H -13.443394 22.097759 3.233525 0.486 -0.659 0.248
H -14.195692 22.455676 1.717113 0.301 0.174 -0.331
H -12.800778 23.455961 2.348914 -0.779 0.417 0.047
H -10.457335 21.180858 0.975761 0.389 0.123 0.216
H -10.853391 21.307893 2.728065 0.949 -0.144 0.201
H -9.178215 23.219101 2.192409 0.361 -0.443 -0.558
H -10.713592 23.725680 2.745171 0.049 -0.482 0.652
H -9.228119 23.413239 -0.459287 0.053 -0.376 -0.054
H -10.368646 24.658578 -0.951703 0.013 -0.156 -0.343
H -11.016591 23.024874 -0.687371 0.374 -0.381 -0.494
C -7.531266 21.416296 13.110625 -0.867 -0.749 -1.726
O -8.480184 22.301743 12.424161 1.712 -1.231 1.620
C -8.013265 23.608839 12.406601 -2.433 1.864 -1.880
C -9.177537 24.560051 11.874960 0.645 0.729 1.056
O -9.755472 24.408325 10.609121 0.214 -2.419 0.032
C -10.607893 23.186970 10.564954 -0.656 2.199 -0.539
H -7.777037 20.457448 12.654204 -0.633 -0.440 0.960
H -7.552814 21.460516 14.199508 -0.376 0.032 -0.120
H -6.494878 21.403413 12.773217 0.289 1.377 -0.138
H -7.203225 23.692335 11.682056 0.500 0.150 0.333
H -7.830996 24.058967 13.382440 0.589 -0.350 0.251
H -8.785938 25.575288 11.938619 0.615 0.119 -0.601
H -9.957590 24.707438 12.621876 -0.433 -0.965 0.410
H -10.842712 23.025967 9.512801 0.674 -0.359 -0.082
H -11.572221 23.558133 10.911946 -0.106 -0.433 0.729
H -10.288999 22.299181 11.111085 0.372 0.412 -0.194
C -15.879708 27.612324 10.111397 0.366 -0.999 -0.447
O -15.293662 26.901113 8.987009 -0.187 -0.031 0.508
C -13.917408 26.545190 9.008993 1.211 -0.513 2.280
C -13.306959 25.749022 10.312342 -1.322 1.838 -0.026
O -14.190736 24.789484 10.787875 0.648 -0.370 -0.803
C -14.255084 23.680095 9.927581 -2.149 -0.656 0.981
H -15.573283 28.652931 10.217908 0.603 -0.058 -0.057
H -15.721933 27.019490 11.012365 0.207 0.280 0.209
H -16.959342 27.660483 9.969371 0.048 -0.274 -0.417
H -13.285927 27.432452 8.963193 0.080 0.184 -0.422
H -13.691235 25.860536 8.191555 -0.493 0.442 -0.397
H -13.179169 26.343462 11.217002 0.062 0.902 -0.353
H -12.309143 25.347675 10.135182 0.072 -0.066 -0.714
H -15.058356 23.194104 10.481345 0.300 -1.372 -0.374
H -13.340967 23.094461 9.829972 0.059 0.072 0.181
H -14.714803 23.833959 8.951317 0.363 0.654 -0.250
C -14.150638 20.630991 6.269663 -0.375 -1.510 1.081
O -13.378051 21.745387 6.545479 2.011 0.931 0.273
C -12.161277 21.486788 7.234177 0.441 -0.915 0.547
C -11.053875 20.737327 6.458029 -0.733 0.548 0.913
O -11.266068 19.319503 6.333385 0.694 0.602 -0.565
C -10.086649 18.599428 5.931281 -0.462 -0.606 0.002
H -13.630045 19.704994 6.513795 0.331 -0.093 -0.459
H -14.494249 20.586616 5.236201 -0.084 0.244 0.084
H -14.951698 20.608625 7.008515 -0.750 0.141 -0.383
H -12.266759 21.011571 8.209441 -0.881 -0.813 0.081
H -11.708130 22.400023 7.619868 -0.196 0.666 -0.970
H -10.152120 20.911336 7.045109 0.314 -0.055 -0.005
H -10.998500 21.372515 5.573966 0.390 -0.845 -0.961
H -9.786178 18.705940 4.888941 -0.004 0.859 0.015
H -10.266545 17.525391 5.977993 -0.671 -0.064 0.344
H -9.242329 18.730290 6.608094 0.122 0.624 0.021
C -10.096881 17.048971 9.773613 -0.072 0.247 0.523
O -9.547241 15.771244 10.056359 -0.729 0.580 -0.589
C -8.192635 15.625534 9.732540 -0.130 -0.544 -0.393
C -7.813951 15.749063 8.200868 -1.551 -0.457 0.872
O -8.697756 14.956467 7.349379 1.463 0.499 1.178
C -8.323469 14.897117 5.969289 -1.392 0.377 0.829
H -9.631573 17.818728 10.389293 0.372 0.137 0.160
H -11.146780 17.067634 10.065927 0.013 -0.406 -0.109
H -10.033324 17.394381 8.741746 0.106 -0.411 -0.261
H -7.940421 14.677548 10.207726 0.082 -0.511 -0.778
H -7.596190 16.288526 10.359281 0.307 0.837 -0.437
H -6.758814 15.477303 8.170236 0.108 -0.111 -0.528
H -7.981667 16.780207 7.889873 0.453 0.247 0.014
H -8.106815 15.873033 5.534827 0.641 0.223 0.222
H -9.299122 14.674125 5.537467 0.329 -0.723 -0.531
H -7.550785 14.148573 5.793950 -0.028 0.074 -0.206
```
Forces are in eV/Å.


Record 2
Below is a cluster of 10 separate species, C29H75N7O10 in total at a distorted geometry, with properties calculated with ωB97M-V with the def2-TZVPD basis set.

**Energy above the lowest of the compared OMol25 structures with the same formula, charge and spin**: 284.50 kJ/mol
**Frontier orbital gap**: 7.5 eV
**Structure (SMILES)**: CC1(C)CCCC(C)(C)N1O.CC1(C)CCCC(C)(C)N1O.CC1(C)CCCC(C)(C)N1O.NC(N)=O.NC(N)=O.O.O.O.O.O

Structure (XYZ):
```
121
Properties=species:S:1:pos:R:3:forces:R:3
C 2.029122 2.637024 6.392586 -1.261 -0.845 1.062
C 0.940732 1.526201 6.768769 0.054 -0.432 -0.977
C 1.489174 0.377641 7.676159 0.831 1.140 -0.642
C -0.339408 2.085672 7.502716 0.217 0.928 -0.949
C -1.412100 2.765610 6.591124 1.660 0.374 0.500
C -1.754154 1.887750 5.419044 0.456 0.706 0.981
C -0.527803 1.532866 4.564377 -0.882 -0.547 -0.591
C -1.177598 0.439384 3.576311 1.409 0.293 0.265
C 0.008802 2.683357 3.630922 0.809 -0.171 1.364
N 0.493741 0.934679 5.497609 -3.567 0.281 0.176
O 1.481370 0.313329 4.810412 1.777 -0.259 -1.012
H 2.746155 2.322237 5.634630 -0.391 -0.287 -0.141
H 1.382469 3.433897 6.025406 0.613 0.462 -0.005
H 2.629151 2.928063 7.254936 -0.255 0.313 0.144
H 2.444239 -0.004509 7.315222 -0.046 -0.012 -0.334
H 1.752240 0.863232 8.616180 -0.350 -0.296 0.383
H 0.815359 -0.473192 7.774268 -0.212 0.326 0.132
H -0.809828 1.280193 8.066561 0.138 -0.003 0.078
H 0.025340 2.874104 8.161476 -0.011 -0.255 0.496
H -2.274954 3.137283 7.144149 -0.187 -0.627 0.284
H -0.999273 3.713401 6.243459 0.317 0.104 -0.320
H -2.537903 2.443878 4.904486 -0.085 -0.639 -0.650
H -2.077610 0.944809 5.860343 -0.552 -0.076 -0.357
H -1.879319 0.995311 2.954562 0.025 -0.114 -0.106
H -1.690571 -0.423687 4.001077 -0.135 0.345 0.730
H -0.421521 -0.036857 2.951525 0.208 0.412 -0.325
H 0.217226 3.593894 4.193437 -0.515 0.172 0.247
H -0.587472 2.964001 2.762956 -0.116 -0.390 0.065
H 1.031271 2.426402 3.353106 -0.139 -0.428 -0.550
H 1.083060 -0.496187 4.481323 0.253 -0.479 0.036
C -4.710571 1.971072 -4.434272 -0.133 0.017 0.277
C -5.152604 0.499079 -4.630478 -2.405 -0.601 -0.380
C -6.631163 0.293432 -4.063952 0.377 -0.485 0.393
C -5.300574 0.125603 -6.136607 -1.063 1.553 0.882
C -3.950581 0.066546 -6.750303 -0.901 0.139 -0.185
C -3.164644 -0.996440 -6.002105 2.228 1.403 -1.757
C -2.893955 -0.788722 -4.515981 -2.832 -1.501 0.123
C -2.476650 -2.226685 -3.958433 -1.122 2.390 -0.384
C -1.787346 0.217366 -4.163679 -1.417 -0.386 0.669
N -4.322385 -0.545282 -4.061480 1.182 -0.964 -0.686
O -4.447279 -0.658362 -2.690832 0.345 0.856 1.865
H -4.283073 2.488648 -5.293179 0.155 -0.453 -0.263
H -5.578717 2.579230 -4.179885 0.013 -0.030 0.241
H -3.977364 2.046724 -3.631197 -0.123 0.041 0.144
H -6.775357 0.434834 -2.992662 0.473 0.533 0.063
H -7.414774 0.863154 -4.563580 0.452 0.454 -0.260
H -6.971307 -0.736482 -4.176056 0.419 -0.293 -0.369
H -5.924752 -0.745862 -6.335317 0.442 -0.562 0.580
H -5.951869 0.898876 -6.545800 0.269 0.481 -0.319
H -4.130096 -0.202302 -7.791492 0.666 -0.164 -0.172
H -3.526716 1.070852 -6.742649 0.390 -0.108 0.066
H -2.168236 -0.852454 -6.422172 0.366 -0.889 -0.449
H -3.602499 -1.932688 -6.347723 0.295 -0.344 0.804
H -1.527460 -2.399209 -4.465126 -0.022 -0.721 0.477
H -3.295601 -2.900611 -4.209381 0.372 -0.273 -0.249
H -2.461998 -2.139980 -2.871991 0.748 -0.326 0.010
H -0.893838 -0.406337 -4.181752 0.545 0.941 -0.482
H -1.919596 0.552538 -3.134443 0.009 -0.254 0.317
H -1.877381 1.162086 -4.699662 0.680 -0.331 -0.612
H -4.765323 -1.545963 -2.509053 -0.149 -0.114 -0.244
C 3.766519 0.823754 -2.928836 -0.354 0.165 0.233
C 4.777596 0.932636 -1.799560 1.474 0.631 2.314
C 5.967845 -0.049497 -1.969033 -0.251 -0.591 0.633
C 5.497282 2.306389 -1.813048 -0.645 1.151 -0.838
C 4.628029 3.538544 -1.425475 -0.058 -1.297 0.790
C 4.147511 3.333051 0.032066 0.262 -1.247 -1.148
C 3.498913 1.896452 0.255100 -0.932 -0.050 -0.472
C 3.577438 1.566956 1.724658 -0.072 -0.634 0.577
C 1.972027 1.902769 -0.200656 0.790 -0.021 1.110
N 4.271234 0.780697 -0.390284 1.929 1.485 -1.069
O 3.821731 -0.530701 -0.141417 -0.636 1.156 -0.100
H 3.390611 1.801688 -3.230214 0.261 0.127 -0.210
H 4.243394 0.316664 -3.767403 -0.388 -0.002 -0.123
H 2.855031 0.322504 -2.602641 0.183 -0.615 -0.187
H 5.647657 -1.091563 -1.966673 -0.178 -0.013 -0.472
H 6.609581 0.178203 -2.820271 -0.434 -0.030 -0.381
H 6.650525 -0.008552 -1.120041 -0.230 0.380 0.280
H 6.398391 2.364573 -1.202528 -0.037 -0.577 0.117
H 5.805363 2.319457 -2.859025 0.306 0.704 -0.129
H 5.113355 4.514305 -1.401736 0.466 -0.189 -0.587
H 3.768244 3.608313 -2.092192 -0.128 0.103 -0.005
H 3.513638 4.200772 0.215460 -0.658 -0.532 0.553
H 4.982260 3.422850 0.727521 0.228 -0.076 -0.121
H 3.180988 0.570372 1.920123 -0.607 0.135 -0.044
H 3.052365 2.307290 2.328218 0.127 -0.033 0.141
H 4.607444 1.404517 2.042739 0.208 0.729 -0.036
H 1.412532 1.319417 0.531246 -0.066 -0.528 -0.194
H 1.822464 1.498293 -1.201419 -0.119 0.319 0.030
H 1.529903 2.887668 -0.049613 0.148 0.202 -0.556
H 2.954090 -0.484520 -0.552300 -0.638 -0.974 -0.043
N -0.035503 -1.760083 0.910731 -1.296 0.462 3.828
C 0.703440 -2.051548 -0.135206 -0.042 -0.351 0.066
N 0.197113 -1.525920 -1.210696 -0.551 1.546 -3.251
O 1.660954 -2.787502 -0.084524 1.723 -0.963 0.120
H 0.314000 -2.030793 1.818413 0.103 0.202 -0.108
H -0.713443 -1.011984 0.898403 0.123 -0.116 -0.143
H 0.499237 -1.852911 -2.117297 0.171 0.088 -0.111
H -0.497926 -0.802554 -1.096584 0.025 -0.308 -0.393
N -3.382044 -5.424177 0.593200 -3.668 -4.275 0.795
C -2.354746 -4.682210 0.769792 1.863 0.086 -0.196
N -2.445380 -3.601244 0.058752 0.015 3.770 -1.460
O -1.381336 -5.003905 1.393693 1.844 -0.728 1.802
H -3.328440 -6.233958 1.194216 -0.813 -0.227 -0.370
H -4.236244 -5.106365 0.160117 0.214 -0.465 0.276
H -3.421488 -3.388848 -0.087260 0.507 1.123 -0.331
H -1.794200 -2.908733 0.401141 -0.196 0.679 -0.476
O -2.382733 -0.287123 -0.438637 0.290 -0.044 0.383
H -2.735157 -0.272497 -1.329579 -0.454 -0.079 -0.520
H -3.082515 0.079706 0.102622 -0.149 0.173 0.136
O 0.933874 -5.423926 -0.164736 0.137 -0.703 -0.433
H 1.223954 -4.513301 -0.242661 0.244 0.263 0.046
H 0.099069 -5.372956 0.303414 -0.241 0.022 0.351
O 1.278986 -2.945344 -3.580919 -0.297 0.317 -0.214
H 2.218109 -3.062894 -3.728615 0.390 -0.002 0.190
H 0.906618 -3.820496 -3.693954 -0.111 -0.279 0.131
O 1.787648 -2.250109 3.585805 -0.352 0.140 0.046
H 2.723555 -2.273258 3.787736 0.269 0.130 -0.001
H 1.595466 -3.121759 3.237959 -0.033 -0.363 -0.108
O 3.968720 -3.654501 -1.396445 0.398 -0.191 -0.521
H 4.754725 -3.501369 -0.871421 0.160 0.039 0.063
H 3.265500 -3.223187 -0.908115 -0.542 0.173 0.257
```
Forces are in eV/Å.